Below is a cluster of 2 separate species, C9H19NO2Si in total, with properties calculated with ωB97M-V with the def2-TZVPD basis set.

Atoms and positions in Å:
N 1.91927 0.40989 0.35971
C 2.34898 -0.33236 -0.67709
H -1.25087 -2.66684 2.15902
H -0.99340 2.36272 1.89838
H 4.12486 -1.18197 -1.54933
H -3.59676 -1.27800 -1.74447
C -1.73839 -1.25642 -0.69645
C 3.67921 -0.97754 -0.58563
H -0.63275 2.90997 -1.32283
H -2.80998 1.17455 -0.11605
C -0.90242 -2.23874 1.22109
H -0.95318 -1.71752 -1.28031
Si 0.31348 1.13378 0.16138
H -4.31842 0.99606 -1.03964
H -0.00027 1.14949 2.67072
C -2.85052 -0.55461 -1.39354
H -4.00045 -0.04539 0.35941
O 1.63932 -0.45516 -1.66491
H 2.50511 0.48113 1.17585
H 3.84620 -1.21340 1.50699
H 0.71769 2.65843 2.12810
H -0.31613 -2.97894 0.66485
H -2.43518 -0.05770 -2.26948
H 0.63327 2.01522 -2.14779
H -0.25963 -1.35795 1.40184
C -0.01643 1.89308 1.88015
H 1.05470 3.24567 -0.96167
C -3.54458 0.46004 -0.49005
C 0.34417 2.45404 -1.19967
C 4.28099 -1.35692 0.53153
O -2.02637 -1.82403 0.50459
H 5.23848 -1.85057 0.51528

E: -23101.8725 eV
Max |F|: 1.22 eV/Å
E_HOMO (spin up / spin down): -6.78 / -6.66 eV
Energy relative to the best compared isomer or geometry (same formula, charge and spin): 1.051 eV